ORCA calculation (ωB97M-V/def2-TZVPD) on a cluster of 2 separate species, C14H19ClN2O3 in total.

Last columns: bonded neighbours and bond lengths (Å).
Atoms and positions in Å:
1 O -2.897 -0.695 4.004  C2 1.478, H15 1.007
2 C -1.836 -1.723 4.033  O1 1.478, C3 1.670, H16 1.180, H17 1.193
3 C -1.551 -2.222 2.464  C2 1.670, C4 1.671, H18 1.174, H19 1.191
4 C -0.187 -1.376 1.998  C3 1.671, C5 1.646, C14 1.644
5 C 1.220 -2.108 1.560  C4 1.646, C6 1.641, H20 1.177
6 C 2.483 -1.137 1.169  C5 1.641, C7 1.665, H21 1.178
7 C 2.363 0.523 1.205  C6 1.665, N8 1.502, C13 1.628
8 N 3.597 1.305 0.854  C7 1.502, C9 1.502
9 C 3.391 2.793 0.868  N8 1.502, C10 1.627, H22 1.184
10 C 1.951 3.449 1.241  C9 1.627, Cl11 1.890, N12 1.503
11 Cl 1.849 5.335 1.158  C10 1.890
12 N 0.689 2.742 1.649  C10 1.503, C13 1.503
13 C 0.972 1.266 1.606  C7 1.628, N12 1.503, C14 1.673
14 C -0.301 0.264 2.024  C4 1.644, C13 1.673, H23 1.176
15 H -2.553 0.033 4.610  O1 1.007
16 H -2.085 -2.651 4.717  C2 1.180
17 H -0.860 -1.171 4.437  C2 1.193
18 H -1.311 -3.371 2.476  C3 1.174
19 H -2.477 -1.992 1.752  C3 1.191
20 H 1.233 -3.285 1.579  C5 1.177
21 H 3.503 -1.645 0.873  C6 1.178
22 H 4.304 3.497 0.599  C9 1.184
23 H -1.315 0.761 2.354  C14 1.176
24 C -0.271 1.740 -2.072  O25 1.423, H30 1.093, H31 1.094, H32 1.096
25 O -0.091 0.371 -1.728  C24 1.423, C26 1.430
26 C -1.290 -0.392 -1.892  O25 1.430, C27 1.533, H33 1.097, H34 1.095
27 C -1.263 -1.199 -3.195  C26 1.533, O28 1.430, H35 1.095, H36 1.097
28 O -1.287 -0.342 -4.339  C27 1.430, C29 1.424
29 C 0.004 -0.178 -4.918  O28 1.424, H37 1.095, H38 1.092, H39 1.094
30 H 0.715 2.201 -2.176  C24 1.093
31 H -0.810 1.859 -3.016  C24 1.094
32 H -0.815 2.253 -1.271  C24 1.096
33 H -2.174 0.255 -1.849  C26 1.097
34 H -1.343 -1.089 -1.049  C26 1.095
35 H -2.164 -1.821 -3.241  C27 1.095
36 H -0.393 -1.867 -3.225  C27 1.097
37 H 0.268 -1.077 -5.485  C29 1.095
38 H 0.770 0.023 -4.166  C29 1.092
39 H -0.037 0.670 -5.608  C29 1.094

The energy above the lowest of the compared OMol25 structures with the same formula, charge and spin comes out at 15.4021 eV. For the max |F|, the calculation gives 7.62 eV/A. Its SMILES is OCCc1ccc2ncc(Cl)nc2c1.COCCOC. The calculation puts the molecular weight at 298.77 g/mol. The calculation puts the frontier orbital gap at 7.1 eV.

***

ORCA calculation (ωB97M-V/def2-TZVPD) on an isolated molecule of C5H9NO.

Last columns: bonded neighbours and bond lengths (Å).
Atoms and positions in Å:
1 C 0.361 -1.753 0.316  C2 1.506, H8 1.099, H9 1.098, H10 1.111
2 C 0.449 -0.262 0.509  C1 1.506, C4 1.521, N7 1.405
3 C -1.926 0.409 0.116  N7 1.456, H11 1.096, H12 1.098, H13 1.093
4 C 1.757 0.402 0.105  C2 1.521, O5 1.473, H14 1.104, H15 1.112
5 O 1.356 1.568 -0.702  C4 1.473, C6 1.340
6 C 0.020 1.537 -0.790  O5 1.340, N7 1.299, H16 1.082
7 N -0.501 0.528 -0.159  C2 1.405, C3 1.456, C6 1.299
8 H -0.674 -2.100 0.190  C1 1.099
9 H 0.761 -2.292 1.185  C1 1.098
10 H 0.930 -2.105 -0.571  C1 1.111
11 H -2.121 0.922 1.064  C3 1.096
12 H -2.516 0.852 -0.697  C3 1.098
13 H -2.179 -0.649 0.224  C3 1.093
14 H 2.362 0.797 0.939  C4 1.104
15 H 2.418 -0.241 -0.516  C4 1.112
16 H -0.499 2.386 -1.215  C6 1.082

The energy above the lowest of the compared OMol25 structures with the same formula, charge and spin comes out at 3.6550 eV. For the max |F|, the calculation gives 0.35 eV/A. The calculation puts the molecular weight at 99.13 g/mol. The calculation puts the frontier orbital gap (alpha / beta) at 6.9 / 6.9 eV.

***

ORCA calculation (ωB97M-V/def2-TZVPD) on a cluster of 2 separate species, H2P2S4 in total.

Last columns: bonded neighbours and bond lengths (Å).
Atoms and positions in Å:
1 P -3.052 1.049 0.251  S4 2.020, S5 2.027
2 P -0.308 -0.308 -0.089  S3 1.917, S4 2.409, S5 2.377
3 S -0.022 -2.197 -0.241  P2 1.917
4 S -1.918 0.131 1.648  P1 2.020, P2 2.409
5 S -2.165 0.336 -1.426  P1 2.027, P2 2.377
6 S 2.627 0.765 -0.452  H7 1.330, H8 1.333
7 H 2.116 0.787 0.776  S6 1.330
8 H 2.724 -0.564 -0.466  S6 1.333

The energy above the lowest of the compared OMol25 structures with the same formula, charge and spin comes out at 0.4658 eV. As for the spin multiplicity: 3. For the max |F|, the calculation gives 2.68 eV/A. The calculation puts the molecular weight at 192.23 g/mol. The calculation puts the frontier orbital gap (alpha / beta) at 6.2 / 5.9 eV.

***

ORCA calculation (ωB97M-V/def2-TZVPD) on a cluster of 2 separate species, CH2O2S3 in total.

Last columns: bonded neighbours and bond lengths (Å).
Atoms and positions in Å:
1 C 0.483 -1.150 1.688  S4 1.716, S5 1.664, H7 1.052
2 O -0.238 1.075 -1.198  S6 1.405
3 O -1.457 1.608 -3.239  S6 1.422
4 S -1.115 -0.568 1.462  C1 1.716
5 S 1.761 -0.979 0.635  C1 1.664, H8 1.264
6 S -1.223 1.831 -1.854  O2 1.405, O3 1.422
7 H 0.677 -1.647 2.595  C1 1.052
8 H 1.113 -0.171 -0.089  S5 1.264

The energy above the lowest of the compared OMol25 structures with the same formula, charge and spin comes out at 0.6225 eV. For the max |F|, the calculation gives 4.28 eV/A. The calculation puts the molecular weight at 142.23 g/mol. The calculation puts the frontier orbital gap at 7.6 eV.

***

ORCA calculation (ωB97M-V/def2-TZVPD) on an isolated molecule of C6H9N.

Last columns: bonded neighbours and bond lengths (Å).
Atoms and positions in Å:
1 C -0.863 0.735 0.574  C2 1.572, C3 1.327, C4 1.542
2 C 0.375 0.507 -0.368  C1 1.572, C6 1.434, N7 1.311
3 C -1.991 0.131 0.927  C1 1.327, H8 1.031, H9 1.118
4 C -0.043 1.963 1.019  C1 1.542, N7 1.442, H10 1.097, H11 1.076
5 C 0.838 -1.910 -0.616  C6 1.530, H12 1.065, H13 1.131, H14 1.102
6 C 0.913 -0.509 -1.225  C2 1.434, C5 1.530, H15 1.064, H16 1.161
7 N 0.934 1.631 0.011  C2 1.311, C4 1.442
8 H -2.562 0.603 1.644  C3 1.031
9 H -2.530 -0.533 0.207  C3 1.118
10 H -0.566 2.918 0.883  C4 1.097
11 H 0.364 1.852 2.008  C4 1.076
12 H 1.586 -2.583 -0.966  C5 1.065
13 H -0.235 -2.222 -0.793  C5 1.131
14 H 1.216 -1.704 0.399  C5 1.102
15 H 0.527 -0.493 -2.216  C6 1.064
16 H 2.038 -0.387 -1.489  C6 1.161

The energy above the lowest of the compared OMol25 structures with the same formula, charge and spin comes out at 1.7008 eV. As for the spin multiplicity: 3. For the max |F|, the calculation gives 9.37 eV/A. The calculation puts the molecular weight at 95.14 g/mol. The calculation puts the frontier orbital gap (alpha / beta) at 6.7 / 6.5 eV.

***

ORCA calculation (ωB97M-V/def2-TZVPD) on a cluster of 2 separate species, C16H19N2O in total.

Last columns: bonded neighbours and bond lengths (Å).
Atoms and positions in Å:
1 C -1.338 1.793 3.453  C2 1.403, C10 1.401, H11 1.093
2 C -2.169 0.690 3.207  C1 1.403, C3 1.399, H12 1.091
3 C -2.661 0.452 1.919  C2 1.399, C4 1.404, H13 1.091
4 C -2.280 1.291 0.859  C3 1.404, C5 1.504, C9 1.401
5 C -2.747 0.979 -0.536  C4 1.504, N6 1.383, O8 1.229
6 N -1.825 1.203 -1.542  C5 1.383, N7 1.410, H14 1.011
7 N -2.330 1.261 -2.857  N6 1.410, H15 1.020, H16 1.026
8 O -3.857 0.516 -0.785  C5 1.229
9 C -1.516 2.435 1.121  C4 1.401, C10 1.401, H17 1.092
10 C -1.031 2.679 2.412  C1 1.401, C9 1.401, H18 1.092
11 H -0.942 1.968 4.456  C1 1.093
12 H -2.431 0.012 4.021  C2 1.091
13 H -3.323 -0.394 1.726  C3 1.091
14 H -1.036 1.811 -1.368  N6 1.011
15 H -1.747 0.692 -3.470  N7 1.020
16 H -3.267 0.846 -2.821  N7 1.026
17 H -1.306 3.145 0.318  C9 1.092
18 H -0.412 3.558 2.603  C10 1.092
19 C 0.773 1.390 -3.867  C20 1.492, H28 1.101, H29 1.104, H30 1.099
20 C -0.324 2.212 -4.457  C19 1.492, C21 1.480, C22 1.425
21 C -0.530 3.565 -3.895  C20 1.480, H31 1.094, H32 1.097, H33 1.101
22 C -0.787 1.898 -5.768  C20 1.425, C23 1.431, C27 1.434
23 C -1.766 2.699 -6.438  C22 1.431, C24 1.390, H34 1.092
24 C -2.191 2.401 -7.728  C23 1.390, C25 1.402, H35 1.092
25 C -1.639 1.320 -8.431  C24 1.402, C26 1.403, H36 1.091
26 C -0.662 0.526 -7.813  C25 1.403, C27 1.391, H37 1.093
27 C -0.244 0.801 -6.515  C22 1.434, C26 1.391, H38 1.094
28 H 0.562 0.310 -3.909  C19 1.101
29 H 1.716 1.554 -4.416  C19 1.104
30 H 0.959 1.669 -2.820  C19 1.099
31 H -1.545 3.942 -4.053  C21 1.094
32 H -0.321 3.582 -2.819  C21 1.097
33 H 0.164 4.279 -4.365  C21 1.101
34 H -2.192 3.561 -5.920  C23 1.092
35 H -2.962 3.020 -8.192  C24 1.092
36 H -1.967 1.098 -9.447  C25 1.091
37 H -0.216 -0.313 -8.353  C26 1.093
38 H 0.545 0.190 -6.068  C27 1.094

The energy above the lowest of the compared OMol25 structures with the same formula, charge and spin comes out at 2.2217 eV. Its total charge is +1. For the max |F|, the calculation gives 2.33 eV/A. The calculation puts the molecular weight at 255.34 g/mol. The calculation puts the frontier orbital gap at 5.6 eV.

***

- The lowest molecular weight belongs to which entry?
  C6H9N

***

- Which value of molecular weight does entry 1 give?
  298.77 g/mol

***

- Which of these has the highest max |F|?
  C6H9N

***

- Number 6 is which compound?
  C16H19N2O